A gas-phase ion, C4H12NOSi (charge +1) in a non-equilibrium geometry, computed with the ωB97M-V functional and the def2-TZVPD basis.

```
19
Properties=species:S:1:pos:R:3:forces:R:3
C 0.5918 0.3401 -0.5050 -1.22 1.35 -0.43
C -2.6661 0.1476 -0.8061 1.78 2.25 1.69
C -1.1134 -0.6144 2.1432 -1.28 1.59 -2.13
C 1.9241 0.6219 0.1481 0.47 -2.66 -1.14
N 2.9427 0.1369 -0.8926 -0.23 0.14 2.66
O 0.3485 -1.0684 -0.7101 -1.15 -1.30 -0.47
Si -1.1137 0.0228 0.3204 1.38 -0.94 -0.40
H 0.4674 0.7656 -1.5131 0.28 0.58 0.56
H -3.5439 -0.2692 -0.4322 -1.31 -1.01 0.92
H -2.9108 1.2158 -0.9960 0.42 -0.55 -0.01
H -2.3983 -0.3226 -1.6927 0.40 -0.77 -1.85
H -0.5066 0.1068 2.7430 -0.70 -0.86 -0.20
H -2.2362 -0.4896 2.2129 1.12 -0.23 1.05
H -0.8457 -1.6658 2.1991 0.14 0.08 0.16
H 1.9566 1.5819 0.5974 0.31 1.46 -0.34
H 1.9835 -0.0273 1.0412 0.22 -0.14 -0.53
H 3.8939 0.0705 -0.4848 -0.96 0.13 -0.42
H 2.9730 0.7262 -1.6941 0.08 0.73 -0.46
H 0.2530 -1.2788 -1.6788 0.25 0.13 1.33
```
Positions in Å, forces in eV/Å.

Its LUMO energy is -4.29 eV. The spin multiplicity is 1. Its HOMO energy is -13.30 eV. The calculation puts the HOMO-LUMO gap at 9.0 eV. The maximum force comes out at 3.33 eV/A. As for the net charge: +1. Its energy above the lowest of the compared OMol25 structures with the same formula, charge and spin is 35.7 kcal/mol.